(1)
This record from OMol25 describes one molecule with the formula C3H5Br. The level of theory is ωB97M-V with the def2-TZVPD basis set.

Last column: natural (NBO) charge in e.
Cartesian coordinates (Å):
C1 0.013 1.407 -0.033  -0.4318
C2 -0.394 0.158 0.051  -0.0093
C3 0.395 -1.054 0.059  -0.6726
Br1 -2.314 -0.086 0.029  -0.0112
H1 -0.519 2.368 -0.022  0.2327
H2 1.060 1.344 -0.148  0.1999
H3 0.354 -1.675 0.927  0.2358
H4 -0.109 -1.572 -0.684  0.2316
H5 1.514 -0.891 -0.179  0.2250

Values from the calculation:
* M: 120.98 u
* orbital gap: 10.37 eV
* structure (SMILES): C=C(C)Br

***

(2)
This record from OMol25 describes a 2-piece molecular cluster, C3H5Br2P overall. The level of theory is ωB97M-V with the def2-TZVPD basis set.

Last column: natural (NBO) charge in e.
Cartesian coordinates (Å):
C1 -2.758 0.035 -1.427  -0.5051
C2 -1.662 0.624 -1.112  0.1202
C3 -0.530 1.222 -0.756  -0.5160
P1 1.120 -2.211 -0.441  0.4850
Br1 -0.242 -2.388 -2.263  -0.2225
Br2 -0.138 -3.062 1.145  -0.2027
H1 -3.775 0.498 -1.190  0.2296
H2 -2.798 -0.915 -1.926  0.2325
H3 -0.242 2.023 -1.392  0.2235
H4 0.073 0.912 0.047  0.2114
H5 0.852 -0.958 0.032  -0.0559

Values from the calculation:
* M: 231.86 u
* orbital gap: 9.43 eV
* structure (SMILES): BrPBr.C=C=C

***

(3)
This record from OMol25 describes an isolated ion of composition C3H5Br3P and charge +1. The level of theory is ωB97M-V with the def2-TZVPD basis set.

Last column: natural (NBO) charge in e.
Cartesian coordinates (Å):
C1 -0.482 0.398 -1.098  -0.4290
C2 -0.586 0.881 0.308  -0.3076
C3 -1.630 0.864 1.209  -0.2561
P1 1.859 -1.196 0.465  0.4714
Br1 3.225 -0.664 -1.207  0.0070
Br2 2.358 -3.225 0.922  0.0575
Br3 -0.144 -1.631 -1.129  0.2504
H1 0.500 0.794 -1.596  0.2577
H2 -1.345 0.687 -1.775  0.2863
H3 0.372 1.186 0.773  0.2136
H4 -2.611 0.453 0.994  0.2166
H5 -1.516 1.451 2.132  0.2323

Values from the calculation:
* M: 311.76 u
* <S²>: 2.009
* multiplicity: 3
* orbital gap (spin up / spin down): 7.64 / 5.03 eV
* charge: +1

***

(4)
This record from OMol25 describes a 2-piece molecular cluster, C3H5BrN2 overall. The level of theory is ωB97M-V with the def2-TZVPD basis set.

Last column: natural (NBO) charge in e.
Cartesian coordinates (Å):
C1 -1.617 1.010 -0.381  0.1944
C2 -0.242 -0.636 0.879  -0.6580
C3 -0.312 0.389 -0.195  0.0110
N1 -2.651 1.433 -0.691  -0.3818
N2 0.737 0.759 -0.813  -0.8066
Br1 2.572 -1.562 -0.457  0.3482
H1 0.701 -0.464 1.346  0.1905
H2 -0.285 -1.760 0.680  0.2004
H3 -1.144 -0.429 1.667  0.2559
H4 0.514 1.551 -1.348  0.3892
H5 1.727 -0.291 -0.687  0.2568

Values from the calculation:
* M: 148.99 u
* <S²>: 2.010
* multiplicity: 3
* orbital gap (spin up / spin down): 5.82 / 4.21 eV

***

(5)
This record from OMol25 describes a 2-piece molecular cluster, C3H5BrO overall. The level of theory is ωB97M-V with the def2-TZVPD basis set.

Last column: natural (NBO) charge in e.
Cartesian coordinates (Å):
C1 -0.542 -0.851 0.659  -0.4684
C2 -0.438 -0.577 -0.889  -0.4722
C3 0.699 -0.367 0.060  0.1618
O1 0.297 2.249 0.027  -1.0262
Br1 2.473 -0.412 0.061  0.3316
H1 -1.053 -0.149 1.119  0.2608
H2 -0.510 -1.747 1.210  0.2394
H3 -0.487 -1.487 -1.467  0.2374
H4 -0.976 0.389 -1.324  0.3149
H5 0.537 2.953 0.545  0.4209

Values from the calculation:
* M: 136.98 u
* orbital gap (spin up / spin down): 6.46 / 6.48 eV

***

(6)
This record from OMol25 describes one molecule with the formula C3H5BrO. The level of theory is ωB97M-V with the def2-TZVPD basis set.

Last column: natural (NBO) charge in e.
Cartesian coordinates (Å):
C1 -0.357 -0.866 -1.480  -0.0884
C2 -0.457 -0.770 0.061  0.1286
C3 -0.351 0.552 0.694  -0.7184
O1 -1.638 -0.476 -1.481  -0.5898
Br1 -0.926 -2.336 0.891  0.1852
H1 0.321 -0.118 -1.970  0.1524
H2 -0.035 -1.905 -1.782  0.1556
H3 -0.468 0.736 1.863  0.2471
H4 -0.984 1.320 0.163  0.2880
H5 0.673 0.821 0.449  0.2397

Values from the calculation:
* M: 136.98 u
* orbital gap (spin up / spin down): 9.19 / 9.19 eV

***

(7)
This record from OMol25 describes a 2-piece molecular cluster, C3H5BrO2 overall. The level of theory is ωB97M-V with the def2-TZVPD basis set.

Last column: natural (NBO) charge in e.
Cartesian coordinates (Å):
C1 0.318 -1.479 0.132  0.3256
C2 0.703 1.569 -0.341  -0.4958
C3 -0.482 -0.257 0.260  0.1636
O1 -0.067 -2.390 -0.562  -0.5282
O2 -1.649 -0.210 -0.396  -0.6954
Br1 -0.649 0.219 2.156  -0.0149
H1 1.241 -1.514 0.730  0.1446
H2 0.135 2.334 0.142  0.2063
H3 0.618 1.497 -1.412  0.1980
H4 1.665 1.320 0.064  0.1953
H5 -1.834 -1.091 -0.772  0.5010

Values from the calculation:
* M: 152.98 u
* orbital gap: 8.74 eV

***

(8)
This record from OMol25 describes a 2-piece molecular cluster, C3H5BrS overall. The level of theory is ωB97M-V with the def2-TZVPD basis set.

Last column: natural (NBO) charge in e.
Cartesian coordinates (Å):
C1 0.808 -0.181 -0.391  -0.3793
C2 -0.456 -0.174 -0.596  -0.3570
C3 0.210 -0.311 1.884  -0.3484
S1 -0.463 -1.654 2.170  0.1880
Br1 2.150 0.252 2.475  -0.1038
H1 1.389 -1.026 -0.124  0.2139
H2 1.214 0.775 -0.456  0.2037
H3 -0.814 0.811 -0.903  0.1932
H4 -1.117 -1.013 -0.714  0.2064
H5 -0.146 0.609 1.563  0.1833

Values from the calculation:
* M: 153.04 u
* orbital gap: 8.69 eV
* structure (SMILES): S=CBr.C=C

***

(9)
This record from OMol25 describes a 2-piece molecular cluster, C3H5Cl overall. The level of theory is ωB97M-V with the def2-TZVPD basis set.

Last column: natural (NBO) charge in e.
Cartesian coordinates (Å):
C1 -1.653 -1.071 -0.397  -0.2372
C2 -0.750 -0.319 -0.317  -0.0418
C3 0.567 0.327 -0.568  -0.6862
Cl1 0.694 -1.471 2.581  -0.3175
H1 0.268 -1.186 1.291  0.2983
H2 -2.687 -1.388 -0.583  0.2497
H3 1.077 0.320 0.451  0.2432
H4 0.930 -0.258 -1.380  0.2491
H5 0.382 1.329 -0.897  0.2424

Values from the calculation:
* M: 76.53 u
* orbital gap: 11.49 eV
* structure (SMILES): C#CC.Cl

***

(10)
This record from OMol25 describes a 2-piece molecular cluster, C3H5Cl2N overall. The level of theory is ωB97M-V with the def2-TZVPD basis set.

Last column: natural (NBO) charge in e.
Cartesian coordinates (Å):
C1 -0.532 -0.213 1.462  0.2095
C2 0.110 0.250 -1.473  -0.6629
C3 1.011 0.067 -0.185  -0.1043
N1 -1.754 -0.163 1.193  -0.6742
Cl1 1.811 -1.515 -0.103  -0.0006
Cl2 1.934 1.540 0.302  -0.0135
H1 0.094 -0.486 2.403  0.1757
H2 -0.866 0.625 -1.243  0.2434
H3 0.104 -0.652 -1.978  0.2241
H4 0.568 1.021 -2.188  0.2214
H5 -2.483 -0.472 1.810  0.3815

Values from the calculation:
* M: 125.99 u
* orbital gap: 8.99 eV

***

(11)
This record from OMol25 describes one molecule with the formula C3H5Cl2N3. The level of theory is ωB97M-V with the def2-TZVPD basis set.

Last column: natural (NBO) charge in e.
Cartesian coordinates (Å):
C1 -0.782 -0.519 -0.752  -0.2228
C2 0.456 -1.078 -0.746  -0.0639
C3 -1.281 0.371 0.295  -0.2971
N1 -0.307 0.547 1.303  -0.4435
N2 1.388 -0.571 0.214  -0.2588
N3 1.134 0.644 0.771  -0.0469
Cl1 3.088 -0.881 -0.080  0.1443
Cl2 1.203 1.935 -0.604  -0.1023
H1 -1.628 -1.065 -1.225  0.2304
H2 0.809 -1.609 -1.641  0.2395
H3 -1.498 1.279 -0.316  0.2097
H4 -2.190 -0.216 0.763  0.2306
H5 -0.391 1.162 2.017  0.3807

Values from the calculation:
* M: 154.00 u
* orbital gap: 8.93 eV
* structure (SMILES): ClN1C=CCNN1Cl

***

(12)
This record from OMol25 describes a 2-piece molecular cluster, C3H5Cl2N3O overall. The level of theory is ωB97M-V with the def2-TZVPD basis set.

Last column: natural (NBO) charge in e.
Cartesian coordinates (Å):
C1 -1.898 0.338 -1.052  -0.4264
C2 1.817 1.472 1.607  0.1279
C3 -0.978 1.133 -0.474  -0.1347
N1 2.002 0.756 0.571  -0.3104
N2 1.081 -1.103 -0.043  -0.4650
N3 2.111 -0.601 0.425  0.4578
O1 3.265 -0.986 0.548  -0.4173
Cl1 2.363 3.092 1.532  0.0433
Cl2 -1.125 1.962 1.147  -0.0751
H1 -2.710 0.251 -0.389  0.2061
H2 -1.900 -0.046 -2.059  0.2307
H3 1.489 1.273 2.569  0.1995
H4 -0.012 1.331 -0.891  0.2081
H5 1.085 -2.104 -0.138  0.3555

Values from the calculation:
* M: 170.00 u
* orbital gap: 10.08 eV
* structure (SMILES): [H]/N=[N+]([O-])/N=C/Cl.C=CCl

***

Relative energy (zero: lowest compared OMol25 entry of this formula, charge and spin) per entry: 21.40 152.54 0.00 34.29 551.31 243.75 243.22 252.15 175.32 279.39 317.47 266.10 kJ/mol